[1]
Formula: C7H3N2PS
Source: OMol25
Level of theory: wB97M-V/def2-TZVPD

ORCA input file:
```
! wB97M-V def2-TZVPD RIJCOSX def2/J DEFGRID3
* xyz 0 1
C -1.15 -1.14 1.78
C -1.02 -1.26 0.43
C -0.39 0.00 2.27
C 1.31 1.89 0.44
C -0.17 -0.21 -0.06
C 0.15 0.50 1.16
C 1.02 0.92 -1.71
N 1.47 1.79 -0.73
N 0.22 -0.02 -1.28
P 1.51 1.16 -3.40
S 0.52 -0.19 -4.40
H -1.71 -1.78 2.43
H -1.45 -1.99 -0.22
H -0.31 0.32 3.29
*
```

The calculated total energy comes out at -30405.6413 eV. The HOMO energy comes out at -8.3 eV. Its energy relative to the best compared isomer or geometry (same formula, charge and spin) is 108.49 kJ/mol. The gap between HOMO and LUMO comes out at 5.695 eV.

So, what does the natural (NBO) scheme give us? The charges, in e, come out as:
1 C -0.2166
2 C -0.2224
3 C -0.3560
4 C 0.4298
5 C -0.0163
6 C 0.1628
7 C -0.1680
8 N -0.3799
9 N -0.2287
10 P 0.6439
11 S -0.3758
12 H 0.2294
13 H 0.2397
14 H 0.2580



[2]
Formula: C7H3NO4RuTe4
Source: OMol25
Level of theory: wB97M-V/def2-TZVPD

ORCA input file:
```
! wB97M-V def2-TZVPD RIJCOSX def2/J DEFGRID3
* xyz 0 5
Ru 0.73 -2.39 -0.88
O -1.74 3.89 0.76
C -0.80 3.37 1.39
O -0.12 3.73 2.36
C -0.41 1.95 0.86
C 0.62 1.25 1.47
C 0.96 -0.01 1.00
N 0.32 -0.55 -0.04
C -0.69 0.11 -0.63
C -1.08 1.36 -0.21
C -1.35 -0.64 -1.75
O -2.32 -0.23 -2.33
O -0.78 -1.80 -2.02
H 1.13 1.70 2.31
H 1.75 -0.60 1.45
H -1.89 1.89 -0.70
Te -0.62 -3.57 1.07
Te 0.52 -5.03 -0.78
Te 3.34 -2.74 -0.53
Te 2.43 -1.71 -2.77
*
```

The calculated total energy comes out at -48741.5949 eV. The HOMO energy (spin up / spin down) comes out at -8.0 / -8.0 eV. Its energy relative to the best compared isomer or geometry (same formula, charge and spin) is 0.00 kJ/mol. Its expectation value of S² is 6.03. The gap between HOMO and LUMO (spin up / spin down) comes out at 4.994 / 4.022 eV.

So, what does the natural (NBO) scheme give us? The charges, in e, come out as:
1 Ru 0.2380
2 O -0.7093
3 C 0.7275
4 O -0.7236
5 C -0.0043
6 C -0.2117
7 C 0.0234
8 N -0.4585
9 C 0.0614
10 C -0.1759
11 C 0.7363
12 O -0.5365
13 O -0.6743
14 H 0.2712
15 H 0.2043
16 H 0.2849
17 Te 0.2359
18 Te 0.2363
19 Te 0.2129
20 Te 0.2620



[3]
Formula: C7H4BeNO5
Source: OMol25
Level of theory: wB97M-V/def2-TZVPD

ORCA input file:
```
! wB97M-V def2-TZVPD RIJCOSX def2/J DEFGRID3
* xyz 1 1
O 0.82 -3.10 -3.76
C 0.13 -2.66 -2.97
Be -0.47 1.16 0.20
O -0.25 1.48 -2.70
C -0.26 1.37 -1.56
C -2.24 1.61 0.20
O -3.08 2.39 0.50
C -1.90 -0.88 0.16
O -2.37 -2.00 0.22
C -2.51 0.27 -0.54
O -3.38 0.25 -1.39
H -0.94 -0.54 0.77
C 3.16 -0.02 2.02
C 1.88 0.25 1.43
N 0.89 0.59 0.93
H 3.89 0.69 1.60
H 3.51 -1.03 1.77
H 3.12 0.15 3.11
*
```

The calculated total energy comes out at -19442.3617 eV. The HOMO energy comes out at -12.2 eV. Its energy relative to the best compared isomer or geometry (same formula, charge and spin) is 0.00 kJ/mol. The gap between HOMO and LUMO comes out at 5.905 eV.

So, what does the natural (NBO) scheme give us? The charges, in e, come out as:
1 O -0.4700
2 C 0.4732
3 Be 1.4081
4 O -0.3028
5 C 0.3297
6 C -0.0516
7 O -0.4074
8 C 0.3271
9 O -0.3399
10 C 0.2392
11 O -0.3310
12 H 0.0507
13 C -0.7616
14 C 0.6303
15 N -0.7150
16 H 0.3062
17 H 0.3053
18 H 0.3096



[4]
Formula: C7H5F
Source: OMol25
Level of theory: wB97M-V/def2-TZVPD

ORCA input file:
```
! wB97M-V def2-TZVPD RIJCOSX def2/J DEFGRID3
* xyz 0 1
C -0.79 -0.86 -0.34
C -0.69 0.24 0.66
C -0.70 1.54 0.14
C -0.65 2.66 -0.19
C 0.47 -0.82 0.38
C 1.87 -0.53 0.06
C 2.95 -0.13 -0.27
H -0.42 -0.53 -1.27
H -1.30 0.00 1.52
H -0.74 3.72 -0.75
H 0.48 -1.43 1.39
H 4.04 0.12 -0.44
F -1.87 -1.60 -0.35
*
```

As for the SMILES: C#C[C@@H]1[C@@H](F)[C@@H]1C#C. The calculated total energy comes out at -10051.0794 eV. The HOMO energy comes out at -9.5 eV. Its energy relative to the best compared isomer or geometry (same formula, charge and spin) is 174.42 kJ/mol. The gap between HOMO and LUMO comes out at 10.517 eV.

So, what does the natural (NBO) scheme give us? The charges, in e, come out as:
1 C 0.2257
2 C -0.3060
3 C -0.0645
4 C -0.2065
5 C -0.2930
6 C -0.0420
7 C -0.2009
8 H 0.1749
9 H 0.2504
10 H 0.2616
11 H 0.2478
12 H 0.2548
13 F -0.3023



[5]
Formula: C7H5F3O3
Source: OMol25
Level of theory: wB97M-V/def2-TZVPD

ORCA input file:
```
! wB97M-V def2-TZVPD RIJCOSX def2/J DEFGRID3
* xyz 0 1
C 1.77 -0.96 -0.04
C 0.41 -1.19 -0.33
C 1.85 0.30 0.46
C -0.25 -0.04 0.03
C -1.99 1.64 0.63
C -1.63 0.39 -0.13
C -2.68 -0.70 -0.01
O -2.25 2.69 0.13
O 0.64 0.87 0.51
O -1.76 0.83 -1.88
F -2.63 -1.23 1.23
F -2.51 -1.70 -0.86
F -3.92 -0.23 -0.17
H 2.58 -1.64 -0.20
H -0.03 -2.07 -0.75
H 2.68 0.88 0.81
H -1.96 1.49 1.73
H -1.98 1.76 -1.82
*
```

The calculated total energy comes out at -21632.8869 eV. The HOMO energy comes out at -9.4 eV. Its energy relative to the best compared isomer or geometry (same formula, charge and spin) is 262.47 kJ/mol. The gap between HOMO and LUMO comes out at 9.391 eV.

So, what does the natural (NBO) scheme give us? The charges, in e, come out as:
1 C -0.3126
2 C -0.2223
3 C 0.1219
4 C 0.2037
5 C 0.4313
6 C 0.0302
7 C 0.9694
8 O -0.4659
9 O -0.3876
10 O -0.7406
11 F -0.3270
12 F -0.2985
13 F -0.3049
14 H 0.2371
15 H 0.2454
16 H 0.2107
17 H 0.1381
18 H 0.4717



Look up the calculated total energy of the third one.
-19442.3617 eV



What is the formula in the fourth record?
C7H5F